Entry 1
C4H3N3O | the ωB97M-V functional and the def2-TZVPD basis

Each atom is followed by the atoms it is bonded to, with distances in Å.
Positions of all 11 atoms, in Å:
1 C -1.37 -0.37 0.00  C2 1.452, N10 1.435, O11 1.241
2 C -0.87 0.93 -0.41  C1 1.452, C3 1.382, H5 1.200
3 C 0.46 1.14 -0.10  C2 1.382, H6 1.100, N8 1.426
4 C 1.32 -0.90 0.45  H7 1.109, N8 1.247, N9 1.343
5 H -1.49 1.72 -1.06  C2 1.200
6 H 0.71 2.20 -0.22  C3 1.100
7 H 2.04 -1.58 0.96  C4 1.109
8 N 1.46 0.33 0.51  C3 1.426, C4 1.247
9 N 0.51 -1.61 -0.36  C4 1.343, N10 1.259
10 N -0.66 -1.36 -0.76  C1 1.435, N9 1.259
11 O -2.10 -0.51 1.00  C1 1.241

Calculated values
HOMO in eV: -9.756
M in g/mol: 109.09

Entry 2
C4H3N3O | the ωB97M-V functional and the def2-TZVPD basis

Each atom is followed by the atoms it is bonded to, with distances in Å.
Positions of all 11 atoms, in Å:
1 C 0.26 -0.16 1.01  C2 1.431, N5 1.312, H9 1.069
2 C -0.23 0.30 -0.26  C1 1.431, C4 1.393, N6 1.351
3 C 1.67 -1.50 -1.59  O8 1.139
4 C 0.44 0.28 -1.48  C2 1.393, H10 1.085
5 N -0.61 0.15 1.94  C1 1.312, N7 1.325
6 N -1.41 0.90 0.00  C2 1.351, N7 1.300
7 N -1.56 0.81 1.29  N5 1.325, N6 1.300, H11 1.010
8 O 2.81 -1.57 -1.51  C3 1.139
9 H 1.15 -0.72 1.20  C1 1.069
10 H -0.18 0.30 -2.37  C4 1.085
11 H -2.34 1.22 1.78  N7 1.010

Calculated values
HOMO (spin up / spin down) in eV: -8.280 / -8.398
M in g/mol: 109.09

entry 1 comes first in stability; the runner-up is 1.039 eV higher.

Entry 1
C5H11OPS | the ωB97M-V functional and the def2-TZVPD basis

Each atom is followed by the atoms it is bonded to, with distances in Å.
Positions of all 19 atoms, in Å:
1 C 1.56 1.03 0.17  C2 1.315, C3 1.490, H9 1.093
2 C 0.43 0.37 0.28  C1 1.315, P7 1.825, H10 1.037
3 C 1.87 2.28 0.93  C1 1.490, H11 1.168, H12 1.045, H13 0.998
4 C -2.32 -0.12 -0.92  C5 1.511, H14 1.047, H15 1.085, H16 1.181
5 C -1.68 -1.37 -0.37  C4 1.511, P7 1.876, H17 1.173, H18 1.048
6 O 0.70 -2.19 1.01  P7 1.805, H19 1.073
7 P 0.19 -1.28 -0.47  C2 1.825, C5 1.876, O6 1.805, S8 1.909
8 S 1.18 -1.89 -1.99  P7 1.909
9 H 2.39 0.52 -0.34  C1 1.093
10 H -0.32 0.73 0.90  C2 1.037
11 H 2.16 3.20 0.28  C3 1.168
12 H 2.65 2.02 1.58  C3 1.045
13 H 1.05 2.60 1.41  C3 0.998
14 H -1.74 0.40 -1.62  C4 1.047
15 H -3.28 -0.36 -1.37  C4 1.085
16 H -2.63 0.58 -0.03  C4 1.181
17 H -1.97 -2.43 -0.79  C5 1.173
18 H -1.81 -1.35 0.67  C5 1.048
19 H 1.56 -2.74 0.68  O6 1.073

Calculated values
HOMO in eV: -9.112
M in g/mol: 150.18

Entry 2
C5H11OPS | the ωB97M-V functional and the def2-TZVPD basis

Each atom is followed by the atoms it is bonded to, with distances in Å.
Positions of all 19 atoms, in Å:
1 C 2.25 1.02 -0.04  C2 1.610, O6 1.419, H9 1.134, H10 1.081
2 C 3.03 -0.38 0.13  C1 1.610, S8 1.801, H11 1.051, H12 1.079
3 C -1.29 -1.25 0.22  C5 1.502, H13 1.133, H14 1.062, H15 1.055
4 C -2.89 0.45 -0.57  C5 1.541, H16 1.073, H17 1.200, H18 1.180
5 C -1.63 0.21 0.28  C3 1.502, C4 1.541, P7 1.801, H19 1.165
6 O 0.88 0.70 0.15  C1 1.419, P7 1.611
7 P -0.47 1.44 -0.34  C5 1.801, O6 1.611
8 S 4.79 -0.31 -0.23  C2 1.801
9 H 2.55 1.56 0.91  C1 1.134
10 H 2.44 1.60 -0.93  C1 1.081
11 H 2.94 -0.60 1.15  C2 1.051
12 H 2.54 -1.23 -0.32  C2 1.079
13 H -1.39 -1.64 -0.84  C3 1.133
14 H -0.34 -1.58 0.57  C3 1.062
15 H -1.90 -1.88 0.80  C3 1.055
16 H -3.63 -0.24 -0.21  C4 1.073
17 H -2.55 0.09 -1.66  C4 1.200
18 H -3.36 1.52 -0.40  C4 1.180
19 H -1.99 0.52 1.34  C5 1.165

Calculated values
HOMO (spin up / spin down) in eV: -9.481 / -7.122
M in g/mol: 150.18

entry 1 comes first in stability; the runner-up is 2.915 eV higher.